# 1
{"formula": "C8H22O13Zn2", "method": "ωB97M-V/def2-TZVPD", "species": ["Zn", "Zn", "C", "C", "O", "O", "H", "H", "H", "C", "C", "O", "O", "H", "H", "H", "C", "C", "O", "O", "H", "H", "H", "C", "C", "O", "O", "H", "H", "H", "O", "H", "H", "O", "H", "H", "O", "H", "H", "O", "H", "H", "O", "H", "H"], "xyz": [[-2.36110, -0.46502, 1.72893], [1.83705, -0.56789, 1.90592], [-0.08406, 3.17236, 1.84895], [-0.09870, 1.75519, 2.39279], [0.97229, 1.25181, 2.70514], [-1.10684, 1.02600, 2.32560], [-0.07237, 2.96334, 0.77924], [0.77938, 3.79398, 2.08594], [-0.91270, 3.76358, 2.23872], [-0.36312, -3.90209, 3.65738], [-0.34561, -2.50715, 3.08984], [-1.43456, -2.08004, 2.63613], [0.73811, -1.86834, 2.93768], [0.44980, -3.99279, 4.37783], [-0.22761, -4.57330, 2.80932], [-1.29068, -4.06767, 4.20539], [-0.17048, 0.59232, -1.58682], [-0.34620, -0.48821, -0.56431], [-1.46014, -0.77626, -0.06440], [0.69862, -0.87876, 0.03571], [-0.04547, 0.00123, -2.49406], [0.70518, 1.16107, -1.27401], [-1.03592, 1.25348, -1.63117], [-2.67338, 3.42827, -2.22644], [-3.37388, 2.26183, -2.92142], [-4.55262, 1.92810, -2.59663], [-2.68459, 1.45840, -3.65640], [-1.68605, 3.65520, -2.62865], [-2.40976, 3.15322, -1.20519], [-3.20713, 4.37661, -2.16425], [0.59807, -4.04766, -0.02701], [-0.01726, -4.53983, 0.51648], [0.24589, -3.15774, -0.04252], [2.90291, 0.62702, 0.67156], [2.69895, 0.38848, -0.23273], [3.33160, 1.48017, 0.60384], [2.97027, -2.19745, 1.22402], [2.69286, -3.07412, 0.95808], [3.88281, -2.13837, 0.94118], [-0.41413, 1.18935, -4.91152], [0.10575, 0.53782, -4.44093], [-1.21326, 1.27927, -4.39235], [2.90232, -0.38568, -2.23246], [2.09048, -0.88412, -2.32577], [2.98524, 0.09437, -3.05642]], "forces_ev_per_angstrom": [[3.85, -0.28, -0.56], [-2.20, 0.10, -0.29], [-0.35, 0.06, 0.73], [0.42, 0.39, -0.81], [3.20, -0.98, 0.59], [-3.32, -0.67, -0.34], [-0.52, 0.63, -0.20], [0.36, -0.71, 0.15], [-0.46, -0.27, -0.72], [0.39, 0.72, 0.77], [0.85, 1.14, -1.26], [-2.08, 0.65, -0.12], [0.04, -0.81, 0.78], [0.15, -0.25, -0.28], [-0.09, -0.20, 0.27], [-0.06, -0.18, -0.43], [-0.52, -0.73, 0.20], [0.81, 1.77, 3.22], [-2.32, -0.29, -0.02], [0.80, -0.65, -0.50], [0.09, 0.81, -0.51], [0.12, -0.19, -0.51], [-0.07, -0.38, -0.47], [0.76, 0.49, 0.00], [-1.22, -3.42, -0.05], [1.15, 1.77, 0.16], [0.24, 1.60, 0.65], [-0.05, -0.09, -0.62], [-0.47, -0.27, 0.34], [-0.39, -0.25, -0.10], [0.50, -0.20, 0.12], [-0.18, -0.20, 0.01], [-0.13, 0.63, -0.02], [0.57, 0.14, 0.18], [-0.25, -0.63, -1.04], [0.07, 0.32, 0.52], [0.62, 0.33, 0.27], [-0.85, -0.42, -0.07], [0.32, 0.27, -0.11], [1.76, -0.21, -0.87], [0.07, -0.10, -0.13], [-1.68, 0.45, 0.75], [0.26, 0.10, 0.47], [-0.27, -0.23, 0.10], [0.09, 0.22, -0.28]], "lowdin_charge": [1.132, 0.848, 0.032, -0.680, -0.016, -0.061, 0.087, 0.084, 0.089, 0.029, -0.620, -0.060, -0.052, 0.090, 0.082, 0.091, 0.040, -0.617, -0.055, -0.077, 0.084, 0.087, 0.079, -0.047, -0.705, -0.093, -0.123, 0.061, 0.044, 0.065, -0.027, 0.030, 0.006, -0.011, 0.027, 0.103, -0.002, 0.072, 0.088, -0.085, -0.022, -0.057, -0.029, 0.032, 0.058], "homo_ev": -6.52, "energy_ev": -132107.3570, "max_force_ev_per_a": 3.903}



# 2
{"formula": "C8H23AsF6KNO4", "method": "ωB97M-V/def2-TZVPD", "species": ["K", "As", "F", "F", "F", "F", "F", "F", "C", "O", "C", "C", "N", "C", "C", "O", "C", "H", "H", "H", "H", "H", "H", "H", "H", "H", "H", "H", "H", "H", "H", "H", "C", "O", "H", "H", "H", "H", "C", "O", "H", "H", "H", "H"], "xyz": [[-8.48417, -17.20195, -6.08672], [-8.45417, -18.07990, -8.99822], [-9.51370, -18.44556, -7.56780], [-7.32753, -19.36413, -8.49211], [-7.44333, -17.68680, -10.44871], [-9.67340, -16.79121, -9.34659], [-7.45974, -17.00179, -7.97738], [-9.43122, -19.41536, -9.76213], [-8.74875, -15.10699, -3.34567], [-8.24799, -16.26465, -3.91211], [-7.05340, -16.73252, -3.45891], [-6.59617, -18.06841, -4.03393], [-6.60402, -18.23985, -5.50262], [-5.66196, -17.40693, -6.20002], [-4.18182, -17.85853, -6.00653], [-3.61543, -17.33536, -4.78639], [-2.44459, -18.08491, -4.31812], [-9.38814, -14.60182, -4.06959], [-7.96129, -14.36233, -3.22955], [-9.13416, -15.32464, -2.34958], [-7.00515, -16.84269, -2.37557], [-6.32708, -15.99328, -3.79665], [-7.17149, -18.90282, -3.63285], [-5.61030, -18.34118, -3.65738], [-6.51256, -19.19532, -5.81694], [-5.67015, -16.39730, -5.78930], [-5.91042, -17.28797, -7.25464], [-3.51641, -17.54694, -6.81168], [-4.07799, -18.93173, -6.16636], [-2.75489, -19.09980, -4.06954], [-1.85667, -17.73953, -3.46772], [-1.79282, -18.03237, -5.19022], [-11.84092, -16.97718, -5.88335], [-10.41673, -16.77820, -5.88121], [-12.14158, -17.40535, -6.83958], [-12.08154, -17.67754, -5.08354], [-12.36131, -16.03588, -5.70648], [-10.20794, -16.24103, -6.64898], [-7.35684, -19.97052, -6.19234], [-5.89659, -19.90120, -6.09617], [-7.77051, -19.01345, -6.51013], [-7.52644, -20.79081, -6.88982], [-7.85818, -20.26547, -5.27051], [-5.58031, -20.77382, -5.85102]], "forces_ev_per_angstrom": [[2.74, 1.69, 2.03], [-1.00, -2.01, -2.37], [0.18, -0.72, -2.06], [-0.53, 1.42, -1.56], [-1.69, -0.49, 2.06], [1.70, -1.24, 0.27], [-0.92, 0.25, -3.41], [1.30, 2.16, 0.23], [0.85, 0.95, 0.27], [-2.01, -0.73, -0.67], [2.53, -0.16, 0.26], [-0.01, -1.23, -1.24], [0.68, 11.60, 6.16], [2.23, 0.03, 1.10], [0.81, 0.39, -0.59], [0.13, -0.54, 1.33], [-0.95, 0.10, -1.81], [-0.73, -0.53, 0.36], [0.51, 0.05, 0.29], [-0.60, 0.29, -0.09], [-0.10, 0.24, 0.30], [0.65, 0.17, 0.51], [-0.74, 0.05, 0.12], [0.43, 0.71, 0.46], [0.32, 9.17, 5.53], [-0.13, 0.37, 0.02], [0.81, -0.55, 0.49], [-0.13, 0.80, -0.42], [-0.08, -0.21, 0.99], [0.10, -0.24, -0.26], [-0.81, 0.94, 0.08], [0.51, -0.68, 0.12], [0.15, 0.13, -0.07], [-6.04, 1.39, 0.88], [-0.11, -0.01, 0.03], [0.12, 0.08, -0.05], [-0.12, -0.02, 0.00], [-0.81, 0.25, -0.34], [-6.13, -7.23, -3.37], [6.57, -12.88, -5.04], [-0.06, -3.08, -0.77], [-0.30, -0.02, -0.01], [0.49, 0.24, 0.45], [0.19, -0.91, -0.19]], "lowdin_charge": [1.051, 0.992, -0.370, -0.256, -0.258, -0.264, -0.382, -0.276, -0.086, -0.292, -0.233, -0.137, -0.308, -0.161, -0.176, -0.210, -0.074, 0.098, 0.093, 0.103, 0.136, 0.126, 0.123, 0.121, -0.324, 0.123, 0.103, 0.116, 0.106, 0.077, 0.080, 0.080, -0.078, -0.346, 0.091, 0.092, 0.083, 0.054, -0.098, 0.039, 0.027, 0.123, 0.135, 0.155], "homo_ev": -7.47, "energy_ev": -111807.2324, "max_force_ev_per_a": 15.312}